Molecular formula: C3H14NO4
Method: DFT, ωB97M-V with the def2-TZVPD basis set

orbital gap: 10.1 eV
energy above the lowest of the compared OMol25 structures with the same formula, charge and spin: 2.1196 eV
E: -478.12741 Eh
charge: +1
M: 128.1 u

Positions of all 22 atoms, in Å:
O  3.25  1.59  -0.31
H  0.15  -0.35  1.13
H  -2.40  1.28  0.54
H  -2.24  -1.05  2.57
H  -0.30  1.63  -1.07
H  -1.19  -2.41  -1.87
O  1.72  -1.03  -0.63
H  -0.02  1.49  1.50
H  -0.20  0.03  -1.15
H  1.16  1.08  -0.68
H  -2.21  -0.36  0.23
H  -0.13  -1.81  -2.93
H  2.10  -1.93  -0.66
C  -1.94  0.44  0.88
C  -2.42  -0.04  2.26
N  0.15  0.85  -0.57
H  4.00  1.06  -0.56
O  -2.84  0.75  3.08
C  -0.34  0.65  0.86
O  -0.36  -2.02  -2.02
H  1.05  -1.23  -1.19
H  3.01  1.40  0.59